Record 1
Below is a structure of composition C28H32N2OSSiV in a non-equilibrium geometry, with properties calculated with ωB97M-V/def2-TZVPD.

Structure (XYZ):
```
66
C28H32N2OSSiV (ωB97M-V/def2-TZVPD)
V -0.03775 0.08878 -0.36763
C -2.28995 -2.75002 -0.18193
C -1.12305 -2.72802 -1.12523
C -0.79855 -3.79102 -1.95383
C 0.31315 -3.68692 -2.79243
C 1.06275 -2.53202 -2.82483
C 0.69025 -1.48192 -1.96653
N -0.37365 -1.62782 -1.13643
N 1.21025 -0.27762 -1.77183
Si 2.74265 0.42008 -2.26303
C 2.48975 2.23908 -1.72803
C 3.06365 0.31128 -4.14333
C 4.08065 -0.50162 -1.23893
H -2.93945 -3.59012 -0.41283
H -2.86305 -1.82302 -0.26093
H -1.94805 -2.85162 0.85177
H -1.40105 -4.68442 -1.94353
H 0.58365 -4.52842 -3.41163
H 1.92055 -2.41832 -3.46573
H 2.10585 2.82898 -2.55593
H 3.41575 2.70378 -1.40503
H 1.77225 2.30448 -0.90243
H 2.16515 0.06238 -4.69793
H 3.82545 -0.42362 -4.38323
H 3.41815 1.26718 -4.51363
H 3.94565 -0.34482 -0.16963
H 5.08415 -0.17552 -1.49373
H 4.03135 -1.57262 -1.42513
O 0.30985 0.51668 1.34857
S -1.01745 0.34618 2.06417
C -0.66245 -0.98822 3.23817
C 0.48055 -1.74452 3.05667
C 0.82115 -2.69092 4.00917
C 0.01125 -2.88022 5.11627
C -1.16525 -2.16032 5.25347
C -1.51135 -1.20782 4.31067
C -0.94345 1.66518 3.29537
C 0.29165 2.10758 3.73297
C 0.34615 3.07478 4.72067
C -0.82655 3.58118 5.25807
C -2.05785 3.13818 4.80207
C -2.12275 2.17698 3.80767
H 1.10675 -1.57932 2.18687
H 1.72255 -3.26972 3.88987
H 0.29645 -3.58982 5.87637
H -1.80995 -2.32952 6.10017
H -2.41795 -0.63292 4.41667
H 1.19355 1.69978 3.30167
H 1.30185 3.43048 5.07167
H -0.78195 4.33078 6.03257
H -2.96805 3.54348 5.21517
H -3.07465 1.82888 3.43637
C -1.53655 1.34718 -0.90913
C -1.47615 1.42278 -2.37053
C -0.84435 2.50188 -2.99913
C -0.77595 2.57628 -4.37623
C -1.31475 1.56458 -5.15413
C -1.93385 0.48328 -4.54873
C -2.03055 0.41538 -3.17253
H -2.48575 0.92388 -0.55113
H -1.34825 2.32608 -0.44303
H -0.43095 3.29358 -2.38753
H -0.31765 3.42998 -4.85143
H -1.26445 1.62588 -6.22793
H -2.35735 -0.29892 -5.15793
H -2.55185 -0.41512 -2.70853
```

Calculated values
Relative energy (zero: lowest compared OMol25 entry of this formula, charge and spin): 1.240 eV
LUMO (alpha / beta): -0.1023 / -0.1035 hartree
Multiplicity: 3
Max |F|: 3.3 eV/A
HOMO (alpha / beta): -10.3 / -10.3 eV
Total charge: +1
M: 523.7 u

Record 2
Below is an isolated molecule of C4H8O2 in a non-equilibrium geometry, with properties calculated with ωB97M-V/def2-TZVPD.

Structure (XYZ):
```
14
C4H8O2 (ωB97M-V/def2-TZVPD)
O -0.42588 2.07761 0.12389
C -0.77666 0.85426 -0.49929
C 0.47025 0.13921 -1.00858
C 0.85338 -0.76985 0.19060
C -0.48137 -1.01035 0.87715
O -1.40002 -0.03449 0.37080
H 0.16313 1.87719 0.86747
H -1.49859 1.11242 -1.26035
H 0.35113 -0.38643 -1.94390
H 1.27845 0.85352 -1.09191
H 1.31089 -1.65727 -0.21552
H 1.48003 -0.23787 0.88838
H -0.91083 -1.99901 0.75341
H -0.41392 -0.81896 1.94784
```

Calculated values
Relative energy (zero: lowest compared OMol25 entry of this formula, charge and spin): 1.081 eV
LUMO: 0.0323 hartree
Max |F|: 1.4 eV/A
HOMO: -10.1 eV
Structure (SMILES): O[C@H]1CCCO1
M: 88.1 u

Record 3
Below is a structure of composition C42H43As2N6O3SSeTb in a non-equilibrium geometry, with properties calculated with ωB97M-V/def2-TZVPD.

Structure (XYZ):
```
99
C42H43As2N6O3SSeTb (ωB97M-V/def2-TZVPD)
Tb -0.24713 0.00921 0.10461
C -1.05473 -2.53017 4.12679
As -0.23326 -0.94614 3.20877
C -1.18286 0.49863 4.04508
C 1.57476 -0.64325 3.92671
C 1.73261 -0.03922 5.18945
C 3.01863 0.17101 5.64212
C 4.09600 0.10611 4.77555
C 3.90855 -0.36357 3.50019
C 2.65930 -0.79329 3.08000
As 2.44162 -1.79514 1.43121
C 2.30181 -3.56137 2.33692
C 4.29505 -1.96022 0.91729
H -0.75747 -2.45299 5.18996
H -0.74179 -3.53279 3.76703
H -2.10146 -2.33084 4.03873
H -1.48525 0.34176 5.08984
H -1.98100 0.93511 3.44835
H -0.42289 1.30494 4.06672
H 0.86289 0.17613 5.80743
H 3.17947 0.50457 6.67296
H 5.07902 0.43422 5.16833
H 4.77264 -0.37905 2.85905
H 3.16986 -3.76486 2.95503
H 2.26601 -4.32756 1.56718
H 1.41971 -3.58968 2.94047
H 4.89502 -2.24923 1.83641
H 4.70664 -1.06111 0.52961
H 4.41231 -2.79541 0.18640
O -2.35120 3.25858 1.83491
C -1.79663 2.55204 1.03430
O -1.47336 1.30003 1.29387
C -1.28407 3.00833 -0.28581
C -1.79454 4.21308 -0.76197
C -1.22658 4.72099 -1.91754
C -0.21336 4.06750 -2.57681
C 0.10049 2.78229 -2.10024
N -0.43018 2.24725 -1.01039
H -2.56939 4.65019 -0.09947
H -1.59120 5.67941 -2.32126
H 0.27350 4.37912 -3.50018
H 0.94478 2.29802 -2.55037
Se 7.29303 1.62567 -1.75308
N 6.29700 2.00743 -0.34392
C 5.12511 1.50209 -0.54971
C 3.97822 1.71347 0.31857
C 4.03317 2.51586 1.41970
C 2.93296 2.60431 2.20727
C 1.75945 1.95141 1.86441
N 1.65378 1.24565 0.72377
C 2.76241 1.11564 -0.03202
C 2.64297 0.32094 -1.32531
N 1.46168 -0.24081 -1.63770
C 1.33647 -0.84652 -2.80337
C 2.41450 -1.05769 -3.73882
C 3.60752 -0.46913 -3.48069
C 3.70010 0.23319 -2.23061
C 4.95981 0.85781 -1.81777
N 5.98779 0.87345 -2.57956
H 4.89426 3.13351 1.64942
H 2.83151 3.21677 3.14216
H 0.91623 2.01546 2.54959
H 0.31398 -1.18236 -3.07628
H 2.19088 -1.56369 -4.64824
H 4.43426 -0.40151 -4.18520
N -0.87153 -2.46704 0.35615
H -0.34855 -3.03464 0.99174
H -1.10690 -3.07909 -0.46814
H -1.80578 -2.42121 0.75811
O -2.23033 -0.32410 -1.02793
S -3.46161 0.44895 -1.39418
C -3.75956 -0.12184 -3.05022
C -2.81694 0.58891 -3.99590
C -1.82883 -0.09667 -4.67546
C -0.99110 0.51635 -5.58044
C -1.15040 1.86433 -5.80810
C -2.12888 2.60203 -5.12716
C -2.89497 1.98136 -4.19664
C -4.92017 -0.20214 -0.57277
C -4.97306 -1.65198 -0.27380
C -5.83174 -2.41913 -1.03365
C -5.94832 -3.78619 -0.72431
C -5.25860 -4.28053 0.40463
C -4.47733 -3.43954 1.22469
C -4.27685 -2.11756 0.84627
H -4.75983 0.15858 -3.26066
H -3.54184 -1.21775 -3.01101
H -1.77433 -1.12096 -4.35753
H -0.22632 -0.11183 -6.04325
H -0.43738 2.35022 -6.44946
H -2.25101 3.67004 -5.26566
H -3.64244 2.49175 -3.64210
H -5.78225 0.13418 -1.18819
H -5.06034 0.36084 0.34679
H -6.41388 -2.02833 -1.88142
H -6.54913 -4.43770 -1.40266
H -5.35551 -5.29265 0.66123
H -4.02177 -3.76168 2.14344
H -3.80191 -1.44856 1.57775
```

Calculated values
Relative energy (zero: lowest compared OMol25 entry of this formula, charge and spin): 2.349 eV
LUMO (alpha / beta): -0.2031 / -0.2028 hartree
Multiplicity: 7
Max |F|: 2.7 eV/A
HOMO (alpha / beta): -13.2 / -13.2 eV
Total charge: +2
M: 1099.6 u

Record 4
Below is a structure of composition C22H28AlClF2N3O4SSe in a non-equilibrium geometry, with properties calculated with ωB97M-V/def2-TZVPD.

Structure (XYZ):
```
63
C22H28AlClF2N3O4SSe (ωB97M-V/def2-TZVPD)
Al 0.49070 1.25936 -1.52207
F 4.33415 -1.35480 -4.15082
C 3.94781 -0.21067 -3.55839
C 2.60885 -0.15447 -3.05724
C 2.34617 0.91400 -2.28497
C 3.16940 2.02127 -2.05774
C 4.43830 1.84430 -2.57960
F 5.37594 2.73572 -2.05940
C 4.89340 0.76932 -3.33204
C 2.65600 3.23521 -1.40668
C 3.34239 4.43418 -1.24824
C 2.61786 5.58680 -0.89899
C 1.32810 5.47711 -0.37241
C 0.81155 4.18461 -0.21540
N 1.43322 3.12083 -0.79249
H 1.88473 -0.85767 -3.42015
H 5.93682 0.63117 -3.63923
H 4.38959 4.52841 -1.55530
H 3.07229 6.57062 -0.91068
H 0.74679 6.35801 -0.08503
H -0.12933 3.95904 0.31227
Cl -1.25181 -0.67585 -5.17996
C -0.88910 1.05878 -5.27389
C -1.10820 1.69584 -3.88513
O -2.17792 2.23057 -3.58661
O -0.10239 1.52538 -3.12849
H -1.58271 1.55711 -5.98197
H 0.10151 1.21466 -5.71013
C -1.09238 1.45080 6.18879
C -1.26834 0.14917 5.43130
C -1.46880 0.36798 3.88059
C -1.81684 -0.82193 2.97428
N -2.20741 -0.42481 1.58956
C -1.84462 -1.00993 0.39364
S -2.24470 -0.46792 -1.22227
N -1.08050 -2.07010 0.39335
C -1.81828 -3.19224 -0.09174
C -1.02633 -4.43723 0.21152
C -1.78860 -5.81720 0.28008
C -2.84754 -6.01842 1.38150
H -1.09475 1.35317 7.28432
H -1.91535 2.16616 5.91298
H -0.20036 2.01655 5.80895
H -2.23251 -0.31114 5.79670
H -0.47706 -0.61385 5.57389
H -0.50414 0.81169 3.54894
H -2.25106 1.14887 3.69745
H -2.65501 -1.33399 3.37657
H -0.97966 -1.53511 2.89738
H -2.58811 0.52005 1.58886
H 0.65162 -1.37109 0.18821
H -2.10922 -3.00389 -1.14912
H -2.84948 -3.14056 0.38211
H -0.53319 -4.26773 1.16245
H -0.20542 -4.47722 -0.49279
H -1.01828 -6.61252 0.29262
H -2.30833 -5.97494 -0.71059
H -3.85248 -5.72487 1.02871
H -2.62280 -5.40945 2.27742
H -2.89207 -7.07095 1.67182
Se -1.80335 1.66271 -0.23320
O 0.80038 0.58208 0.10763
O 1.46084 -0.78097 0.15884
```

Calculated values
Relative energy (zero: lowest compared OMol25 entry of this formula, charge and spin): 1.706 eV
LUMO: 0.0922 hartree
Max |F|: 4.0 eV/A
HOMO: -4.0 eV
Total charge: -1
M: 609.9 u

Record 5
Below is an isolated molecule of C3H6F3N in a non-equilibrium geometry, with properties calculated with ωB97M-V/def2-TZVPD.

Structure (XYZ):
```
13
C3H6F3N (ωB97M-V/def2-TZVPD)
C 0.70893 1.23178 -0.14544
C -0.14884 0.03886 0.27128
C 0.62541 -1.23748 0.07422
F -0.72251 0.28349 1.50789
N -1.30246 -0.10087 -0.63791
F -2.02194 -1.16927 -0.11113
F -2.22964 1.04840 -0.33038
H 0.45922 2.20164 0.35249
H 1.72739 0.98364 -0.04469
H 0.45628 1.34039 -1.24552
H -0.00415 -2.07715 -0.02558
H 1.33046 -0.98053 -0.61662
H 1.12187 -1.56288 0.95140
```

Calculated values
Relative energy (zero: lowest compared OMol25 entry of this formula, charge and spin): 4.659 eV
LUMO: 0.0333 hartree
Max |F|: 2.9 eV/A
HOMO: -11.4 eV
Structure (SMILES): CC(C)(F)N(F)F
M: 113.1 u

Record 6
Below is a structure of composition H16HeO8Xe in a non-equilibrium geometry, with properties calculated with ωB97M-V/def2-TZVPD.

Structure (XYZ):
```
26
H16HeO8Xe (ωB97M-V/def2-TZVPD)
He -0.38032 0.02949 0.73896
Xe 1.62698 1.92561 2.89019
O -2.43138 2.01863 0.01476
H -3.34226 1.90800 0.28731
H -2.04588 2.57941 0.68791
O 0.86561 -2.38038 0.85080
H 0.30845 -2.37744 0.07247
H 0.29482 -2.07451 1.55569
O -1.37929 0.00251 -1.73483
H -1.83036 0.61006 -1.14861
H -0.53091 0.41379 -1.90014
O -1.33576 -2.68564 -0.72909
H -1.99165 -2.72027 -0.03278
H -1.36453 -1.78118 -1.04112
O -0.98639 -1.43910 2.86865
H -1.15061 -0.54142 3.15747
H -1.79941 -1.70565 2.43948
O 1.38137 0.71788 -1.79938
H 1.40597 1.47334 -1.21210
H 1.94678 0.06933 -1.37994
O 1.44253 3.25949 -0.80777
H 1.96006 3.94598 -1.22864
H 0.53367 3.49863 -0.98951
O 3.02285 -1.21441 -0.61704
H 2.40941 -1.51122 0.05515
H 3.37024 -2.02094 -0.99788
```

Calculated values
Relative energy (zero: lowest compared OMol25 entry of this formula, charge and spin): 0.000 eV
LUMO: -0.0080 hartree
Max |F|: 1.2 eV/A
HOMO: -10.5 eV
M: 279.4 u

Among the records above, which one has the highest relative energy (zero: lowest compared OMol25 entry of this formula, charge and spin)? C3H6F3N

Which value of relative energy (zero: lowest compared OMol25 entry of this formula, charge and spin) does entry 5 give? 4.659 eV

What is the relative energy (zero: lowest compared OMol25 entry of this formula, charge and spin) in the third record? 2.349 eV

Which of these has the highest M? C42H43As2N6O3SSeTb